Computed, not measured: the molecule C4H9NO, with ωB97M-V/def2-TZVPD.

CARTESIAN COORDINATES (ANGSTROEM)
C 1.950 0.341 0.379
C 0.856 -0.440 -0.323
O 1.103 -1.373 -1.059
N -0.435 -0.127 0.102
C -0.894 1.202 -0.255
C -1.390 -1.216 0.101
H 2.446 -0.410 1.004
H 1.563 1.119 1.040
H 2.697 0.743 -0.307
H -1.590 1.604 0.490
H -0.018 1.853 -0.329
H -1.383 1.224 -1.241
H -1.664 -1.580 -0.896
H -2.290 -0.892 0.635
H -0.949 -2.048 0.659

Properties
HOMO-LUMO gap (eV): 10.0
HOMO energy (eV): -9.1
Charge: 0
Lowest unoccupied orbital energy (eV): 0.9
SMILES: CC(=O)N(C)C